Entry 1:
Density functional theory data (ωB97M-V/def2-TZVPD) for a single C3H5N2PS molecule.

Bonds (Å) are listed after each position.
Element x y z (Å)
1 C 1.02 0.03 0.10  C3 1.521, P6 1.677, S7 1.784
2 C -1.85 0.08 0.00  N4 1.253, N5 1.336
3 C 2.53 0.22 0.01  C1 1.521, H8 1.092, H9 1.153, H10 1.034
4 N -1.42 1.24 -0.19  C2 1.253, S7 1.669
5 N -2.98 -0.63 0.00  C2 1.336, H11 0.972, H12 1.042
6 P 0.24 -1.36 0.61  C1 1.677
7 S 0.21 1.57 -0.27  C1 1.784, N4 1.669
8 H 2.98 -0.46 0.74  C3 1.092
9 H 2.94 1.28 0.18  C3 1.153
10 H 2.84 -0.07 -0.94  C3 1.034
11 H -3.71 -0.28 -0.54  N5 0.972
12 H -2.80 -1.61 0.31  N5 1.042

**Lowest unoccupied orbital energy**: 0.1 eV
**Energy relative to the best compared isomer or geometry (same formula, charge and spin)**: 46.51 kcal/mol
**Frontier orbital gap**: 7.949 eV

Here are the natural (NBO) charges for atoms 1 to 8, given in e: atom 1 (C): -0.64, atom 2 (C): 0.45, atom 3 (C): -0.66, atom 4 (N): -0.69, atom 5 (N): -0.84, atom 6 (P): 0.31, atom 7 (S): 0.54, atom 8 (H): 0.23

Entry 2:
Density functional theory data (ωB97M-V/def2-TZVPD) for 6 unconnected molecules or ions with the total composition C34H59F12O14PS3.

Bonds (Å) are listed after each position.
Element x y z (Å)
1 O 0.22 -5.76 -2.67  C2 1.197
2 C 0.99 -5.09 -2.05  O1 1.197, O3 1.348, C4 1.502
3 O 2.26 -4.87 -2.45  C2 1.348, H40 0.970
4 C 0.70 -4.45 -0.72  C2 1.502, C5 1.548, H41 1.094, H42 1.085
5 C 1.08 -2.95 -0.64  C4 1.548, C6 1.541, H43 1.086, H44 1.086
6 C -0.04 -2.01 -0.15  C5 1.541, C7 1.527, O23 1.459, C28 1.572
7 C -0.20 -1.98 1.37  C6 1.527, C8 1.539, H45 1.091, H46 1.090
8 C 0.05 -3.29 2.13  C7 1.539, C9 1.546, H47 1.083, H48 1.092
9 C 1.45 -3.38 2.78  C8 1.546, C10 1.540, H49 1.093, H50 1.085
10 C 1.44 -3.12 4.30  C9 1.540, C11 1.530, H51 1.089, H52 1.090
11 C 1.60 -4.35 5.19  C10 1.530, F12 1.372, F13 1.353, C14 1.566
12 F 0.57 -4.37 6.09  C11 1.372
13 F 1.51 -5.52 4.50  C11 1.353
14 C 2.87 -4.36 6.11  C11 1.566, F15 1.327, F16 1.329, S17 1.906
15 F 3.03 -3.15 6.62  C14 1.327
16 F 2.65 -5.20 7.12  C14 1.329
17 S 4.50 -4.92 5.31  C14 1.906, F18 1.595, F19 1.581, F20 1.582, F21 1.589, F22 1.575
18 F 3.93 -4.59 3.85  S17 1.595
19 F 3.92 -6.39 5.21  S17 1.581
20 F 5.11 -5.22 6.74  S17 1.582
21 F 5.11 -3.45 5.36  S17 1.589
22 F 5.84 -5.43 4.64  S17 1.575
23 O -1.29 -2.38 -0.81  C6 1.459, S24 1.589
24 S -1.24 -1.94 -2.33  O23 1.589, O25 1.417, O26 1.424, O27 1.612
25 O -2.56 -1.59 -2.69  S24 1.417
26 O -0.52 -2.85 -3.16  S24 1.424
27 O -0.25 -0.69 -2.10  S24 1.612, C28 1.439
28 C 0.11 -0.55 -0.71  C6 1.572, O27 1.439, C29 1.556, P36 1.852
29 C -0.91 0.44 -0.07  C28 1.556, C30 1.535, H53 1.091, H54 1.089
30 C -1.45 1.50 -1.05  C29 1.535, O31 1.407, C32 1.523, H55 1.089
31 O -2.56 1.06 -1.79  C30 1.407, H56 0.966
32 C -1.86 2.73 -0.26  C30 1.523, F33 1.351, F34 1.336, F35 1.335
33 F -2.73 2.40 0.72  C32 1.351
34 F -2.47 3.63 -1.04  C32 1.336
35 F -0.83 3.37 0.32  C32 1.335
36 P 1.76 0.28 -0.59  C28 1.852, O37 1.596, O38 1.600, S39 1.917
37 O 2.91 -0.82 -0.70  P36 1.596, H57 0.972
38 O 1.83 0.62 0.98  P36 1.600, H58 0.973
39 S 2.01 1.76 -1.77  P36 1.917
40 H 2.29 -5.11 -3.39  O3 0.970
41 H 1.30 -4.98 0.02  C4 1.094
42 H -0.34 -4.66 -0.50  C4 1.085
43 H 1.92 -2.85 0.04  C5 1.086
44 H 1.45 -2.62 -1.61  C5 1.086
45 H 0.48 -1.22 1.74  C7 1.091
46 H -1.20 -1.62 1.61  C7 1.090
47 H -0.13 -4.16 1.51  C8 1.083
48 H -0.70 -3.35 2.92  C8 1.092
49 H 2.07 -2.60 2.33  C9 1.093
50 H 1.93 -4.32 2.53  C9 1.085
51 H 2.22 -2.40 4.55  C10 1.089
52 H 0.50 -2.65 4.59  C10 1.090
53 H -1.77 -0.15 0.27  C29 1.091
54 H -0.50 0.94 0.80  C29 1.089
55 H -0.70 1.82 -1.78  C30 1.089
56 H -3.22 0.69 -1.19  O31 0.966
57 H 3.49 -0.57 -1.44  O37 0.972
58 H 2.77 0.69 1.21  O38 0.973
59 C -2.55 -0.42 -6.30  C60 1.528, C63 1.522, H64 1.089, H65 1.091
60 C -2.10 -0.36 -7.76  C59 1.528, C61 1.524, H66 1.093, H67 1.089
61 C -0.91 0.59 -7.68  C60 1.524, O62 1.427, H68 1.096, H69 1.091
62 O -0.33 0.39 -6.39  C61 1.427, C63 1.431
63 C -1.21 -0.38 -5.57  C59 1.522, O62 1.431, H70 1.094, H71 1.091
64 H -3.13 -1.30 -6.05  C59 1.089
65 H -3.14 0.46 -6.06  C59 1.091
66 H -1.77 -1.35 -8.09  C60 1.093
67 H -2.87 -0.01 -8.44  C60 1.089
68 H -1.23 1.63 -7.77  C61 1.096
69 H -0.15 0.39 -8.44  C61 1.091
70 H -0.80 -1.39 -5.45  C63 1.094
71 H -1.29 0.09 -4.59  C63 1.091
72 C 6.44 3.10 0.54  C73 1.529, C76 1.521, H77 1.088, H78 1.092
73 C 7.19 1.97 1.23  C72 1.529, C74 1.523, H79 1.092, H80 1.089
74 C 6.13 0.88 1.28  C73 1.523, O75 1.432, H81 1.096, H82 1.090
75 O 5.31 1.06 0.12  C74 1.432, C76 1.438
76 C 5.60 2.34 -0.48  C72 1.521, O75 1.438, H83 1.094, H84 1.089
77 H 7.08 3.84 0.07  C72 1.088
78 H 5.79 3.61 1.25  C72 1.092
79 H 8.04 1.65 0.61  C73 1.092
80 H 7.57 2.23 2.21  C73 1.089
81 H 5.52 0.97 2.18  C74 1.096
82 H 6.55 -0.13 1.25  C74 1.090
83 H 6.16 2.17 -1.41  C76 1.094
84 H 4.66 2.83 -0.72  C76 1.089
85 C -1.15 6.88 -1.69  C86 1.528, C89 1.523, H90 1.089, H91 1.092
86 C -1.61 7.15 -3.12  C85 1.528, C87 1.524, H92 1.092, H93 1.089
87 C -0.28 7.31 -3.85  C86 1.524, O88 1.427, H94 1.096, H95 1.090
88 O 0.65 6.47 -3.17  C87 1.427, C89 1.428
89 C 0.09 6.02 -1.93  C85 1.523, O88 1.428, H96 1.095, H97 1.091
90 H -1.90 6.37 -1.08  C85 1.089
91 H -0.88 7.81 -1.20  C85 1.092
92 H -2.15 6.29 -3.52  C86 1.092
93 H -2.25 8.03 -3.22  C86 1.089
94 H 0.07 8.35 -3.80  C87 1.096
95 H -0.32 7.01 -4.89  C87 1.090
96 H -0.18 4.97 -2.03  C89 1.095
97 H 0.83 6.12 -1.14  C89 1.091
98 C -2.04 -2.58 9.17  C99 1.528, C102 1.522, H103 1.089, H104 1.092
99 C -3.18 -1.60 8.92  C98 1.528, C100 1.524, H105 1.092, H106 1.089
100 C -2.54 -0.61 7.96  C99 1.524, O101 1.429, H107 1.095, H108 1.090
101 O -1.59 -1.36 7.20  C100 1.429, C102 1.430
102 C -1.38 -2.64 7.79  C98 1.522, O101 1.430, H109 1.095, H110 1.088
103 H -2.36 -3.56 9.52  C98 1.089
104 H -1.34 -2.17 9.90  C98 1.092
105 H -4.02 -2.12 8.43  C99 1.092
106 H -3.56 -1.13 9.82  C99 1.089
107 H -2.02 0.18 8.50  C100 1.095
108 H -3.26 -0.15 7.28  C100 1.090
109 H -1.86 -3.40 7.16  C102 1.095
110 H -0.32 -2.85 7.84  C102 1.088
111 C -5.66 2.96 -3.58  C112 1.528, C115 1.523, H116 1.089, H117 1.092
112 C -6.60 3.02 -4.77  C111 1.528, C113 1.523, H118 1.092, H119 1.089
113 C -5.62 3.13 -5.93  C112 1.523, O114 1.426, H120 1.096, H121 1.091
114 O -4.45 2.42 -5.53  C113 1.426, C115 1.433
115 C -4.51 2.13 -4.13  C111 1.523, O114 1.433, H122 1.096, H123 1.087
116 H -6.10 2.53 -2.68  C111 1.089
117 H -5.30 3.97 -3.32  C111 1.092
118 H -7.18 2.10 -4.84  C112 1.092
119 H -7.30 3.86 -4.74  C112 1.089
120 H -5.36 4.17 -6.14  C113 1.096
121 H -6.01 2.68 -6.86  C113 1.091
122 H -4.70 1.06 -4.00  C115 1.096
123 H -3.55 2.36 -3.68  C115 1.087

**Lowest unoccupied orbital energy**: 0.0 eV
**Energy relative to the best compared isomer or geometry (same formula, charge and spin)**: 0.00 kcal/mol
**Frontier orbital gap**: 8.801 eV
**SMILES**: O=C(O)CC[C@]1(CCCCC(F)(F)C(F)(F)S(F)(F)(F)(F)F)OS(=O)(=O)O[C@]1(C[C@@H](O)C(F)(F)F)P(O)(O)=S.C1CCOC1.C1CCOC1.C1CCOC1.C1CCOC1.C1CCOC1

Here are the Mulliken charges for atoms 1 to 8, given in e: atom 1 (O): -0.56, atom 2 (C): 0.02, atom 3 (O): -0.46, atom 4 (C): -0.85, atom 5 (C): -1.64, atom 6 (C): 1.81, atom 7 (C): -1.20, atom 8 (C): -1.66

Entry 3:
Density functional theory data (ωB97M-V/def2-TZVPD) for a single C5H5NO molecule.

Bonds (Å) are listed after each position.
Element x y z (Å)
1 C 3.09 -0.05 -0.26  C2 1.209, H8 1.070
2 C 2.06 0.16 0.33  C1 1.209, C3 1.469
3 C 0.66 0.07 0.76  C2 1.469, O4 1.214, C5 1.533
4 O 0.33 0.09 1.93  C3 1.214
5 C -0.37 0.09 -0.37  C3 1.533, C6 1.641, N7 1.459, H9 1.107
6 C -1.92 -0.46 -0.40  C5 1.641, N7 1.422, H10 1.108, H11 1.104
7 N -1.55 0.84 0.05  C5 1.459, C6 1.422, H12 1.022
8 H 3.97 -0.32 -0.81  C1 1.070
9 H 0.13 0.45 -1.29  C5 1.107
10 H -2.45 -1.09 0.34  C6 1.108
11 H -2.45 -0.51 -1.36  C6 1.104
12 H -1.49 0.72 1.07  N7 1.022

**Lowest unoccupied orbital energy**: -0.1 eV
**Energy relative to the best compared isomer or geometry (same formula, charge and spin)**: 94.47 kcal/mol
**Frontier orbital gap**: 9.472 eV
**SMILES**: C#CC(=O)[C@H]1CN1

Here are the natural (NBO) charges for atoms 1 to 8, given in e: atom 1 (C): -0.13, atom 2 (C): -0.13, atom 3 (C): 0.50, atom 4 (O): -0.52, atom 5 (C): -0.19, atom 6 (C): -0.20, atom 7 (N): -0.57, atom 8 (H): 0.24

Entry 4:
Density functional theory data (ωB97M-V/def2-TZVPD) for 8 unconnected molecules or ions with the total composition H16O8.

Bonds (Å) are listed after each position.
Element x y z (Å)
1 O -0.29 -0.04 -0.25  H2 0.957, H3 0.957
2 H -0.32 0.62 0.44  O1 0.957
3 H 0.62 -0.02 -0.56  O1 0.957
4 O -0.40 -2.85 1.03  H5 0.957, H6 0.957
5 H 0.39 -3.22 1.42  O4 0.957
6 H -0.11 -2.04 0.62  O4 0.957
7 O 2.43 -1.39 -0.97  H8 0.957, H9 0.957
8 H 2.61 -2.22 -1.41  O7 0.957
9 H 3.26 -1.17 -0.53  O7 0.957
10 O -0.59 3.49 -0.30  H11 0.957, H12 0.957
11 H -1.41 3.99 -0.24  O10 0.957
12 H -0.73 2.73 0.26  O10 0.957
13 O -1.24 -0.14 3.55  H14 0.957, H15 0.957
14 H -1.62 -0.70 4.22  O13 0.957
15 H -0.69 -0.72 3.02  O13 0.957
16 O -1.05 1.73 1.72  H17 0.957, H18 0.957
17 H -0.76 1.54 2.62  O16 0.957
18 H -1.99 1.55 1.74  O16 0.957
19 O -1.98 -0.35 -2.37  H20 0.957, H21 0.957
20 H -2.12 0.56 -2.62  O19 0.957
21 H -1.27 -0.32 -1.73  O19 0.957
22 O 2.59 -0.01 -3.29  H23 0.957, H24 0.957
23 H 2.29 -0.36 -2.46  O22 0.957
24 H 2.36 -0.67 -3.94  O22 0.957

**Lowest unoccupied orbital energy**: 0.0 eV
**Energy relative to the best compared isomer or geometry (same formula, charge and spin)**: 47.29 kcal/mol
**Frontier orbital gap**: 10.439 eV
**SMILES**: O.O.O.O.O.O.O.O

Here are the natural (NBO) charges for atoms 1 to 8, given in e: atom 1 (O): -0.98, atom 2 (H): 0.50, atom 3 (H): 0.49, atom 4 (O): -0.95, atom 5 (H): 0.46, atom 6 (H): 0.49, atom 7 (O): -0.96, atom 8 (H): 0.49

What did the fourth record say?
Density functional theory data (ωB97M-V/def2-TZVPD) for 8 unconnected molecules or ions with the total composition H16O8.

Bonds (Å) are listed after each position.
Element x y z (Å)
1 O -0.29 -0.04 -0.25  H2 0.957, H3 0.957
2 H -0.32 0.62 0.44  O1 0.957
3 H 0.62 -0.02 -0.56  O1 0.957
4 O -0.40 -2.85 1.03  H5 0.957, H6 0.957
5 H 0.39 -3.22 1.42  O4 0.957
6 H -0.11 -2.04 0.62  O4 0.957
7 O 2.43 -1.39 -0.97  H8 0.957, H9 0.957
8 H 2.61 -2.22 -1.41  O7 0.957
9 H 3.26 -1.17 -0.53  O7 0.957
10 O -0.59 3.49 -0.30  H11 0.957, H12 0.957
11 H -1.41 3.99 -0.24  O10 0.957
12 H -0.73 2.73 0.26  O10 0.957
13 O -1.24 -0.14 3.55  H14 0.957, H15 0.957
14 H -1.62 -0.70 4.22  O13 0.957
15 H -0.69 -0.72 3.02  O13 0.957
16 O -1.05 1.73 1.72  H17 0.957, H18 0.957
17 H -0.76 1.54 2.62  O16 0.957
18 H -1.99 1.55 1.74  O16 0.957
19 O -1.98 -0.35 -2.37  H20 0.957, H21 0.957
20 H -2.12 0.56 -2.62  O19 0.957
21 H -1.27 -0.32 -1.73  O19 0.957
22 O 2.59 -0.01 -3.29  H23 0.957, H24 0.957
23 H 2.29 -0.36 -2.46  O22 0.957
24 H 2.36 -0.67 -3.94  O22 0.957

**Lowest unoccupied orbital energy**: 0.0 eV
**Energy relative to the best compared isomer or geometry (same formula, charge and spin)**: 47.29 kcal/mol
**Frontier orbital gap**: 10.439 eV
**SMILES**: O.O.O.O.O.O.O.O

Here are the natural (NBO) charges for atoms 1 to 8, given in e: atom 1 (O): -0.98, atom 2 (H): 0.50, atom 3 (H): 0.49, atom 4 (O): -0.95, atom 5 (H): 0.46, atom 6 (H): 0.49, atom 7 (O): -0.96, atom 8 (H): 0.49